No. 1
{"formula": "C22H41CuF3O12S4", "method": "ωB97M-V with the def2-TZVPD basis set", "symbols": ["Cu", "C", "C", "O", "O", "H", "H", "H", "C", "O", "O", "C", "F", "F", "F", "C", "C", "H", "H", "H", "H", "H", "H", "C", "C", "C", "S", "O", "O", "C", "H", "H", "H", "H", "H", "H", "H", "H", "C", "C", "C", "S", "O", "O", "C", "H", "H", "H", "H", "H", "H", "H", "H", "C", "C", "C", "S", "O", "O", "C", "H", "H", "H", "H", "H", "H", "H", "H", "C", "C", "C", "S", "O", "O", "C", "H", "H", "H", "H", "H", "H", "H", "H"], "coordinates": [[-0.078, 0.367, 0.855], [-1.951, 3.930, 1.849], [-1.476, 2.589, 1.363], [-1.046, 1.741, 2.206], [-1.419, 2.301, 0.148], [-2.390, 3.885, 2.842], [-2.786, 4.229, 1.206], [-1.152, 4.659, 1.745], [2.440, -0.881, 2.717], [3.103, -1.869, 1.922], [1.459, -0.266, 2.098], [2.158, -1.558, 4.070], [1.799, -2.852, 3.981], [3.267, -1.524, 4.840], [1.177, -0.949, 4.743], [4.006, -1.346, 1.000], [4.874, -2.483, 0.483], [5.758, -2.198, -0.091], [5.132, -3.200, 1.260], [4.316, -3.051, -0.277], [4.675, -0.586, 1.430], [3.457, -0.904, 0.159], [3.214, -0.112, 2.940], [0.669, -1.066, -4.272], [2.104, -1.078, -3.797], [2.217, -1.866, -2.493], [0.583, -1.814, -1.757], [0.605, -1.094, -0.508], [-0.065, -3.102, -1.811], [-0.250, -0.882, -3.060], [0.405, -2.102, -4.562], [0.362, -0.518, -5.158], [2.330, -0.049, -3.477], [2.855, -1.243, -4.565], [2.946, -1.446, -1.809], [2.426, -2.920, -2.681], [-0.224, 0.177, -2.773], [-1.288, -1.167, -3.171], [2.445, 4.995, -0.211], [1.194, 4.982, -1.147], [1.285, 3.745, -2.031], [2.190, 2.483, -1.174], [3.048, 1.810, -2.109], [1.297, 1.676, -0.387], [3.083, 3.599, -0.090], [2.164, 5.358, 0.774], [3.201, 5.655, -0.631], [1.228, 5.894, -1.734], [0.296, 4.949, -0.531], [1.983, 4.031, -2.825], [0.379, 3.333, -2.465], [4.088, 3.622, -0.514], [3.174, 3.206, 0.919], [-1.212, -4.612, 1.119], [-0.341, -4.147, 2.339], [-1.272, -3.321, 3.226], [-2.159, -2.300, 2.026], [-1.311, -1.160, 1.793], [-3.541, -2.060, 2.368], [-2.098, -3.474, 0.649], [-1.833, -5.482, 1.325], [-0.502, -4.895, 0.340], [0.541, -3.638, 1.978], [-0.190, -5.142, 2.754], [-0.669, -2.603, 3.780], [-1.867, -3.979, 3.850], [-1.777, -2.950, -0.248], [-3.129, -3.789, 0.507], [-5.274, 1.423, -0.026], [-4.549, 2.178, -1.141], [-3.853, 1.196, -2.064], [-3.433, -0.239, -1.023], [-2.034, -0.229, -0.695], [-4.010, -1.420, -1.617], [-4.333, 0.300, 0.429], [-6.167, 0.892, -0.375], [-5.549, 2.021, 0.839], [-3.822, 2.880, -0.726], [-5.274, 2.817, -1.647], [-2.874, 1.490, -2.433], [-4.560, 0.855, -2.816], [-3.572, 0.847, 1.001], [-4.602, -0.548, 1.050]], "spin_multiplicity": 2, "homo_ev": [-7.84, -7.76], "e_above_lowest_kcal_mol": 0.0, "lumo_energy_ev": [0.130, -0.953], "s2": 0.75}



No. 2
{"formula": "C4H6O2", "method": "ωB97M-V with the def2-TZVPD basis set", "symbols": ["C", "C", "O", "C", "C", "O", "H", "H", "H", "H", "H", "H"], "coordinates": [[1.262, -0.973, -0.302], [0.140, -0.800, 0.690], [-0.102, -1.619, 1.549], [-0.715, 0.454, 0.642], [-0.898, 1.303, -0.538], [-1.868, 0.333, -0.183], [2.039, -0.227, -0.096], [1.687, -1.972, -0.200], [0.921, -0.815, -1.329], [-0.908, 0.879, 1.627], [-0.359, 1.098, -1.462], [-1.198, 2.341, -0.397]], "homo_ev": -9.89, "e_above_lowest_kcal_mol": 43.1, "lumo_energy_ev": 0.903}



No. 3
{"formula": "C3H4N2O3", "method": "ωB97M-V with the def2-TZVPD basis set", "symbols": ["C", "C", "C", "H", "H", "H", "H", "N", "N", "O", "O", "O"], "coordinates": [[-1.554, -1.594, -1.332], [1.294, -0.040, -0.650], [0.133, 1.644, 1.977], [-2.507, -1.688, -1.117], [-0.805, -2.398, -1.792], [2.324, 0.226, -1.161], [-0.866, 1.853, 2.356], [-0.879, -0.695, -0.751], [1.100, 1.054, 0.118], [0.552, -1.255, -0.889], [-0.042, 0.810, 0.853], [1.250, 2.081, 2.388]], "homo_ev": -9.85, "e_above_lowest_kcal_mol": 166.0, "lumo_energy_ev": 0.511}



No. 4
{"formula": "C7H17N2O3S", "method": "ωB97M-V with the def2-TZVPD basis set", "symbols": ["C", "C", "C", "C", "C", "C", "C", "N", "N", "O", "O", "O", "S", "H", "H", "H", "H", "H", "H", "H", "H", "H", "H", "H", "H", "H", "H", "H", "H", "H"], "coordinates": [[-4.222, 0.279, 0.457], [2.446, -0.906, 1.585], [0.171, 2.520, -0.481], [1.234, -1.557, -1.518], [0.969, -0.929, 1.253], [0.548, 1.568, 0.661], [1.172, -0.093, -1.047], [-4.889, 0.732, -0.378], [0.490, 0.153, 0.256], [-3.346, -0.069, 1.147], [-1.316, -2.212, 0.025], [-1.901, 0.556, -0.748], [-1.241, -0.040, 0.329], [2.603, -1.727, 2.266], [3.062, -0.993, 0.653], [2.889, -0.077, 2.053], [-0.166, 2.199, -1.375], [-0.696, 3.035, -0.121], [0.853, 3.320, -0.793], [1.602, -1.380, -2.590], [2.057, -2.205, -1.168], [0.245, -2.078, -1.646], [0.232, -0.801, 2.038], [0.879, -1.884, 0.753], [-0.138, 1.695, 1.466], [1.535, 1.908, 0.981], [0.577, 0.331, -1.849], [2.204, 0.190, -1.205], [-5.634, 0.926, -1.023], [-2.218, -2.461, 0.020]], "homo_ev": [-13.89, -13.89], "charge": 1, "e_above_lowest_kcal_mol": 62.5, "lumo_energy_ev": [-4.606, -4.605]}



No. 5
{"formula": "C18H26FN4O4S", "method": "ωB97M-V with the def2-TZVPD basis set", "symbols": ["O", "C", "O", "C", "C", "C", "N", "C", "S", "O", "O", "F", "C", "H", "H", "H", "H", "H", "C", "C", "C", "C", "N", "H", "H", "H", "H", "H", "H", "H", "C", "C", "C", "C", "N", "H", "H", "H", "H", "H", "H", "H", "C", "C", "C", "C", "N", "H", "H", "H", "H", "H", "H", "H"], "coordinates": [[6.607, -3.980, 0.379], [5.702, -3.036, 0.648], [6.059, -1.626, 0.933], [4.084, -3.420, 0.614], [3.483, -4.946, 0.662], [1.844, -5.121, 0.578], [0.914, -3.906, 0.486], [1.429, -2.478, 0.442], [0.297, -0.946, 0.286], [0.044, -0.270, 1.668], [-1.000, -1.458, -0.401], [1.196, 0.174, -0.710], [3.048, -2.142, 0.495], [5.970, -1.129, 0.053], [4.227, -5.854, 0.749], [1.388, -6.203, 0.579], [-0.118, -4.113, 0.459], [3.417, -1.031, 0.424], [-2.659, 1.402, 2.361], [-2.730, 2.925, 2.419], [-3.564, 3.437, 3.595], [-4.991, 2.927, 3.473], [-6.175, 2.503, 3.372], [-3.647, 0.956, 2.212], [-2.030, 1.083, 1.523], [-2.231, 0.994, 3.284], [-3.150, 3.296, 1.476], [-1.714, 3.326, 2.500], [-3.573, 4.532, 3.601], [-3.139, 3.096, 4.545], [1.598, -4.922, -4.018], [0.194, -5.235, -4.527], [-0.904, -4.622, -3.656], [-0.807, -5.175, -2.243], [-0.727, -5.633, -1.071], [1.770, -5.341, -3.022], [2.349, -5.354, -4.686], [1.766, -3.840, -3.971], [0.069, -6.323, -4.573], [0.094, -4.855, -5.549], [-1.889, -4.863, -4.069], [-0.807, -3.532, -3.624], [0.398, 6.778, -0.075], [-1.006, 6.465, -0.584], [-2.104, 7.078, 0.287], [-2.007, 6.525, 1.700], [-1.927, 6.067, 2.872], [0.570, 6.359, 0.921], [1.149, 6.346, -0.743], [0.566, 7.860, -0.028], [-1.131, 5.377, -0.630], [-1.106, 6.845, -1.606], [-3.089, 6.837, -0.126], [-2.007, 8.168, 0.319]], "homo_ev": -12.06, "charge": 1, "lumo_energy_ev": -6.607}



No. 6
{"formula": "CH3N2O6S", "method": "ωB97M-V with the def2-TZVPD basis set", "symbols": ["C", "N", "N", "O", "O", "O", "O", "O", "O", "S", "H", "H", "H"], "coordinates": [[0.310, 0.778, -1.806], [0.929, 0.279, 1.617], [0.174, 0.229, 0.466], [-2.157, -0.245, 1.271], [2.112, 0.345, 1.519], [0.237, 0.322, 2.563], [-1.415, -1.459, -0.687], [-0.640, -2.153, 1.468], [0.978, 0.045, -0.793], [-1.146, -1.071, 0.661], [-0.481, 0.302, -2.204], [1.034, 0.689, -2.605], [0.063, 1.939, -1.470]], "homo_ev": -5.77, "charge": -1, "e_above_lowest_kcal_mol": 88.7, "lumo_energy_ev": 3.801}



Number 1: electronic energy -144179.7544 eV, maximum force 3.2 eV/A. Number 2: electronic energy -8338.5926 eV, maximum force 0.5 eV/A. Number 3: electronic energy -12291.7956 eV, maximum force 7.3 eV/A. Number 4: electronic energy -27481.2434 eV, maximum force 5.8 eV/A. Number 5: electronic energy -46770.4930 eV, maximum force 10.1 eV/A. Number 6: electronic energy -27182.0637 eV, maximum force 4.8 eV/A.